Density functional theory data (the ωB97M-V functional and the def2-TZVPD basis) for C31H35N4O6PdS2 as an isolated structure.

Summary:
LUMO (alpha / beta)	-2.619 / -3.878	eV
total charge	+1
2S+1	3
HOMO-LUMO gap (alpha / beta)	8.32 / 7.03	eV
energy relative to the best compared isomer or geometry (same formula, charge and spin)	8.90	kcal/mol

Element x y z (Å)
1 Pd 0.5659 0.2783 0.5036
2 O -0.6222 2.0780 0.1222
3 C -0.7785 2.9675 0.9612
4 C -0.1391 3.1230 2.2418
5 C -0.6102 4.1963 3.0204
6 C -0.0639 4.4488 4.2458
7 C 0.9840 3.6655 4.7499
8 C 1.4680 2.6249 4.0095
9 C 0.9326 2.3029 2.7303
10 O 1.4518 1.3146 2.0922
11 N -0.5799 5.5619 5.0445
12 O -1.4967 6.2086 4.5795
13 O -0.0715 5.7523 6.1293
14 H -1.5018 3.7577 0.7125
15 H -1.4085 4.8287 2.6548
16 H 1.3927 3.9025 5.7219
17 H 2.2802 2.0118 4.3748
18 S -2.8488 -1.0034 3.4331
19 C -1.5205 -0.1295 2.7999
20 N -1.1364 -0.4696 1.6102
21 C -1.9161 -1.4974 1.0987
22 C -1.7542 -2.0907 -0.1547
23 C -2.6037 -3.1195 -0.4962
24 C -3.6055 -3.5570 0.3844
25 C -3.7767 -2.9715 1.6207
26 C -2.9147 -1.9323 1.9705
27 H -1.0299 0.6432 3.3753
28 H -0.9904 -1.7379 -0.8387
29 H -2.5060 -3.5931 -1.4640
30 H -4.2621 -4.3615 0.0821
31 H -4.5547 -3.3043 2.2937
32 C 0.5164 4.0666 -3.1166
33 C 1.8610 3.4617 -3.4992
34 C 1.8453 1.9355 -3.5152
35 S 1.7516 1.3002 -1.8228
36 O 1.1787 -0.1130 -1.8650
37 C 3.5207 1.1631 -1.4010
38 C 4.1047 -0.2260 -1.6235
39 C 4.3675 -0.5628 -3.0834
40 H 0.5753 5.1533 -3.0738
41 H 0.1808 3.7083 -2.1422
42 H -0.2489 3.8026 -3.8479
43 H 2.6467 3.8190 -2.8258
44 H 2.1567 3.7940 -4.4960
45 H 2.7203 1.5092 -4.0033
46 H 0.9481 1.5478 -4.0009
47 H 3.5917 1.4580 -0.3532
48 H 4.0305 1.9223 -2.0005
49 H 3.4338 -0.9657 -1.1822
50 H 5.0348 -0.2681 -1.0522
51 H 3.4375 -0.6035 -3.6526
52 H 4.8363 -1.5421 -3.1715
53 H 5.0297 0.1680 -3.5534
54 C 0.8820 -6.1661 1.2946
55 N 1.1012 -4.7787 1.6617
56 N 1.4662 -3.8271 0.7342
57 C 1.3485 -2.5812 1.2969
58 O 1.6782 -1.5447 0.6615
59 C 0.8515 -2.7873 2.6072
60 C 0.7035 -4.1425 2.7796
61 C 0.1680 -4.8931 3.9459
62 C 2.1180 -4.1579 -0.4875
63 C 1.6281 -3.6297 -1.6723
64 C 2.2608 -3.9490 -2.8633
65 C 3.3609 -4.7954 -2.8656
66 C 3.8482 -5.3094 -1.6725
67 C 3.2345 -4.9820 -0.4729
68 H 0.7480 -6.2309 0.2180
69 H -0.0237 -6.5211 1.7809
70 H 1.7241 -6.7918 1.5877
71 H 0.6655 -2.0248 3.3425
72 H 0.0239 -4.2158 4.7837
73 H 0.8466 -5.6878 4.2560
74 H -0.7964 -5.3461 3.7070
75 H 0.7811 -2.9594 -1.6565
76 H 1.8886 -3.5356 -3.7909
77 H 3.8452 -5.0493 -3.7991
78 H 4.7123 -5.9600 -1.6725
79 H 3.6212 -5.3566 0.4664